No. 1
14
Properties=species:S:1:pos:R:3:forces:R:3:nbo_charge:R:1 method="wB97M-V/def2-TZVPD" homo_energy_ha=-0.3348 energy_ha=-1287.73171 orbital_gap_ha=0.276 relative_energy_ev=0.7374 charge=0
C 0.128 -1.420 1.551 0.363 0.629 3.106 -0.6478
C -0.400 -0.017 1.312 -0.196 -1.318 4.008 -0.1424
C -0.410 0.549 0.136 0.649 -0.056 -0.214 -0.4488
O 0.202 1.763 -3.608 3.415 1.332 -2.056 -0.8754
S 2.847 2.672 -3.669 0.248 -0.104 -0.293 -0.2497
S 1.623 1.578 -2.774 -1.179 -0.154 0.329 0.7615
I 1.818 -0.914 -3.194 0.188 0.121 -0.102 -0.1235
H 1.186 -1.358 1.949 -0.920 -0.033 -0.717 0.2199
H -0.393 -2.015 2.408 0.431 1.085 -1.804 0.2144
H 0.085 -1.885 0.627 0.216 -1.650 -1.566 0.2094
H -0.564 1.519 -3.181 -2.660 -1.201 2.131 0.4950
H -0.709 0.382 2.360 0.227 0.309 -2.362 0.1996
H 0.049 0.018 -0.694 -0.303 0.008 -0.109 0.1874
H -0.645 1.571 0.038 -0.478 1.032 -0.351 0.2004

No. 2
12
Properties=species:S:1:pos:R:3:forces:R:3:nbo_charge:R:1 method="wB97M-V/def2-TZVPD" homo_energy_ha=-0.3415 smiles=CC(C)(S)I energy_ha=-814.35070 orbital_gap_ha=0.343 relative_energy_ev=0.2003 charge=0
C 0.064 0.444 -1.311 -1.463 -0.825 -1.423 -0.7005
C -0.459 -0.115 -0.019 -1.004 -2.031 0.285 -0.0834
C 0.238 0.308 1.265 1.786 0.877 -0.987 -0.6984
S -0.244 -2.059 -0.136 -0.113 1.755 0.442 -0.0523
I -2.687 0.383 0.062 1.342 -0.417 0.070 0.0518
H -0.466 -0.156 -2.212 1.452 1.755 1.978 0.2434
H 1.125 0.248 -1.283 0.500 -0.113 -0.460 0.2174
H -0.093 1.533 -1.354 -0.077 -0.400 -0.241 0.2241
H -0.366 0.182 2.159 0.191 0.159 -0.053 0.2485
H 0.660 1.332 1.094 -1.061 -0.239 0.583 0.2212
H 1.231 -0.221 1.355 -1.176 -0.003 0.098 0.2153
H 0.997 -1.880 0.381 -0.377 -0.518 -0.294 0.1129

No. 3
15
Properties=species:S:1:pos:R:3:forces:R:3:lowdin_spin:R:1 method="wB97M-V/def2-TZVPD" spin_multiplicity=3 homo_energy_ha="-0.4099 / -0.4273" energy_ha=-1702.53457 s2=2.01 orbital_gap_ha="0.221 / 0.173" relative_energy_ev=3.6200 charge=+1
O 1.787 0.819 1.626 -1.303 -0.646 0.838 0.0336
C 2.176 0.717 0.298 0.700 -0.038 -1.307 0.0029
C 0.979 0.797 -0.643 0.232 0.464 -0.329 0.0030
O -0.026 -0.093 -0.127 0.551 -0.702 2.130 0.0196
C -1.147 -0.295 -0.939 -4.249 -1.538 0.196 0.0540
Yb 0.064 -0.082 2.257 0.191 0.083 -1.254 0.7984
H 2.706 -0.238 0.099 -0.169 0.324 0.211 0.0001
H 2.874 1.524 0.002 -0.229 -0.260 0.253 0.0012
H 1.242 0.487 -1.665 -0.055 0.107 0.279 0.0001
H 0.549 1.811 -0.664 0.124 -0.208 -0.057 0.0002
H -2.295 -1.215 -0.379 3.132 1.719 -0.665 -0.0104
H -0.866 -0.628 -1.944 -0.062 0.023 0.334 0.0016
Mg -2.940 -2.122 2.427 0.415 0.289 -0.692 0.2601
O -3.355 -2.105 0.604 0.454 0.373 0.467 0.8336
H -1.748 0.622 -0.952 0.267 0.011 -0.405 0.0020

No. 4
11
Properties=species:S:1:pos:R:3:forces:R:3:nbo_charge:R:1 method="wB97M-V/def2-TZVPD" homo_energy_ha=-0.3472 smiles="C=CCN" energy_ha=-173.22366 orbital_gap_ha=0.393 relative_energy_ev=0.5011 charge=0
C -0.569 -1.025 -1.328 0.338 0.890 0.108 -0.4027
C -0.087 0.072 -0.748 -0.092 -0.351 0.081 -0.1849
C 0.746 0.088 0.496 -0.439 0.871 0.599 -0.2659
N 0.136 0.946 1.566 -0.235 -0.349 -0.663 -0.8106
H -1.216 -0.902 -2.185 -0.008 -0.409 -0.076 0.2025
H -0.269 -1.998 -0.965 -0.249 -0.166 -0.089 0.1947
H -0.349 1.056 -1.127 -0.050 -0.034 -0.116 0.1863
H 1.726 0.526 0.325 0.231 -0.303 -0.225 0.1965
H 0.820 -0.914 0.909 0.356 -0.082 -0.069 0.1924
H -0.308 1.753 1.110 0.252 -0.307 0.327 0.3444
H -0.629 0.398 1.947 -0.105 0.240 0.123 0.3473

No. 5
11
Properties=species:S:1:pos:R:3:forces:R:3:nbo_charge:R:1 method="wB97M-V/def2-TZVPD" homo_energy_ha=-0.2896 energy_ha=-173.13654 orbital_gap_ha=0.315 relative_energy_ev=2.8718 charge=0
C -0.019 0.220 1.375 0.810 0.303 -0.078 -0.7057
C 0.215 -0.363 0.004 0.393 -0.831 0.187 0.3817
C 0.072 0.435 -1.290 0.776 1.034 0.771 -0.7067
N 0.436 -1.655 -0.098 -1.231 0.939 0.491 -0.7592
H -1.039 -0.049 1.625 -0.345 0.180 -0.006 0.2444
H 0.111 1.293 1.432 -0.037 0.227 0.161 0.2131
H 0.588 -0.321 2.105 0.099 0.181 -0.185 0.2514
H 1.027 0.324 -1.811 -0.252 -0.263 -0.112 0.2467
H -0.632 -1.442 -0.320 0.363 -1.692 -1.003 0.3861
H -0.733 0.048 -1.892 -0.170 -0.111 -0.277 0.2385
H -0.026 1.509 -1.130 -0.405 0.032 0.051 0.2096

No. 6
11
Properties=species:S:1:pos:R:3:forces:R:3:nbo_charge:R:1 method="wB97M-V/def2-TZVPD" homo_energy_ha=-0.3684 smiles="C=C.C=N" energy_ha=-173.17100 orbital_gap_ha=0.409 relative_energy_ev=1.9342 charge=0
C -2.976 -0.926 0.004 0.747 0.999 -1.338 -0.3821
C -2.641 -0.033 -0.939 -0.152 1.142 1.992 -0.3970
H -3.994 -0.840 0.361 0.152 -0.585 0.450 0.1988
H -2.206 -1.584 0.383 -0.507 -0.504 0.128 0.1976
H -3.304 0.833 -0.971 -0.277 -0.354 -0.943 0.1847
H -1.632 0.220 -1.246 0.046 -0.698 -0.287 0.1975
C 3.614 0.764 0.516 -0.874 0.328 -0.244 -0.0520
N 2.724 0.128 -0.131 -0.135 0.111 1.079 -0.5858
H 3.690 1.829 0.289 0.750 -0.174 -0.183 0.1634
H 4.187 0.345 1.347 -0.068 0.159 0.050 0.1491
H 2.539 -0.736 0.388 0.319 -0.425 -0.703 0.3257